Entry from the OMol25 dataset: a gas-phase ion, C5H12NO (charge -1) (ωB97M-V with the def2-TZVPD basis set).

net charge = -1
gap between HOMO and LUMO = 5.9 eV
LUMO = 4.2 eV
DFT total energy = -8913.20791 eV
structure (SMILES) = CC[C@@H](C)N(C)[O-]

Each line ends with the natural charge from an NBO analysis.
CARTESIAN COORDINATES (ANGSTROEM)
C1 -1.77258 1.11829 0.88645  -0.60
C2 0.37209 -1.70714 -0.36263  -0.60
C3 1.57254 1.79572 -0.58604  -0.49
C4 -1.18570 0.19741 -0.20619  -0.52
C5 0.27381 -0.28396 0.00687  -0.11
N1 1.25683 0.48472 -1.22175  -0.16
O1 0.42992 0.66582 -2.26699  -0.79
H1 -1.19759 0.87631 1.66540  0.19
H2 -1.58526 2.20870 0.69928  0.19
H3 -2.84627 0.79145 1.06823  0.18
H4 0.08629 -2.37445 0.52620  0.16
H5 -0.11545 -1.91798 -1.23484  0.21
H6 1.39477 -2.02528 -0.44108  0.19
H7 2.64040 1.76196 -0.53058  0.18
H8 1.42058 2.59501 -1.34456  0.19
H9 0.89643 2.14483 0.25764  0.16
H10 -1.92615 -0.48403 -0.39233  0.18
H11 -0.98790 0.55039 -1.23924  0.29
H12 0.57020 -0.00007 1.04176  0.16

Forces on atoms 1 to 3 (eV/Å):
-1.7 0.8 -3.5
1.7 -1.4 4.3
-1.1 1.0 -1.4

---

Entry from the OMol25 dataset: a gas-phase ion, C3H7N2O (charge +1) (ωB97M-V with the def2-TZVPD basis set).

net charge = +1
gap between HOMO and LUMO (spin up / spin down) = 6.8 / 8.9 eV
2S+1 = 3
⟨S²⟩ = 2.012
LUMO (spin up / spin down) = -4.2 / -7.2 eV
DFT total energy = -8238.42471 eV

Each line ends with the natural charge from an NBO analysis.
CARTESIAN COORDINATES (ANGSTROEM)
C1 -1.33350 0.36977 -0.44229  0.14
C2 -0.03778 0.52035 0.69345  0.14
C3 0.59239 -0.64445 0.35359  -0.09
N1 -2.03747 -0.43060 0.05440  -0.38
N2 1.66168 -0.62806 -0.43991  -0.72
O1 0.39042 1.72093 0.61989  -0.56
H1 -1.16015 1.15696 -1.18432  0.29
H2 -0.34158 0.34125 1.71396  0.22
H3 -2.72582 -1.16814 -0.04491  0.45
H4 0.03131 -1.48948 0.38752  0.21
H5 1.91650 -1.62082 -0.82788  0.43
H6 1.97858 0.15837 -0.97522  0.39
H7 1.06543 1.71392 0.09173  0.46

Forces on atoms 1 to 3 (eV/Å):
1.6 2.6 0.3
-3.4 -0.2 3.4
3.3 -0.3 -2.1

---

Entry from the OMol25 dataset: a molecular structure, C22H17Br2NO7RhSi (ωB97M-V with the def2-TZVPD basis set).

net charge = -1
gap between HOMO and LUMO = 6.9 eV
LUMO = 1.8 eV
DFT total energy = -189885.51583 eV

Each line ends with the natural charge from an NBO analysis.
CARTESIAN COORDINATES (ANGSTROEM)
Rh1 -0.26502 -0.51238 -0.68318  1.00
O1 2.49279 -4.64814 2.77684  -0.50
C1 1.94478 -3.83108 2.08651  0.39
C2 2.61643 -2.93433 1.04744  0.38
O2 3.78467 -2.96428 0.73582  -0.53
C3 1.52723 -2.12255 0.49643  0.22
C4 0.31627 -2.42391 1.11520  0.25
O3 -0.78340 -1.81234 0.75528  -0.70
C5 0.46320 -3.45169 2.13278  0.36
O4 -0.38322 -3.95804 2.84014  -0.56
O5 1.59863 -1.23823 -0.44902  -0.63
Br1 3.65669 -3.73070 -5.18027  0.04
C6 2.15648 -3.09516 -4.20636  -0.07
C7 1.35354 -4.00853 -3.54207  -0.24
C8 0.25295 -3.53949 -2.84321  -0.17
C9 -0.01399 -2.17887 -2.80475  -0.26
C10 0.81187 -1.26733 -3.45191  -0.03
C11 1.89824 -1.73803 -4.17715  -0.22
C12 0.59681 0.23272 -3.37984  0.75
O6 0.86793 0.91527 -4.35340  -0.65
O7 0.15781 0.70012 -2.25666  -0.71
H1 1.58624 -5.06353 -3.57064  0.23
H2 -0.39083 -4.23360 -2.31909  0.22
H3 -0.93181 -1.86132 -2.29208  0.20
H4 2.52841 -1.03051 -4.69685  0.25
Br2 -6.08320 2.75837 -0.30195  0.07
C13 -4.50392 1.73931 -0.48830  -0.03
C14 -4.03993 0.98701 0.57288  -0.28
C15 -2.87040 0.27210 0.39940  0.09
N1 -2.19229 0.27830 -0.75524  -0.41
C16 -2.65044 1.01018 -1.77306  0.09
C17 -3.81325 1.75385 -1.68427  -0.29
H5 -4.55681 0.96158 1.52030  0.24
H6 -2.44763 -0.33819 1.18652  0.26
H7 -2.04872 1.01668 -2.67010  0.25
H8 -4.15054 2.33808 -2.52700  0.24
C18 -0.86559 3.84134 3.16226  -1.10
Si1 0.71959 2.95667 2.67979  1.61
C19 1.47517 2.16007 4.19737  -1.10
C20 1.92019 4.19463 1.94781  -1.10
C21 0.33490 1.67445 1.44711  -0.66
C22 0.11234 0.81407 0.62051  0.00
H9 -0.67052 4.63670 3.88595  0.22
H10 -1.57584 3.14239 3.60913  0.23
H11 -1.33953 4.28706 2.28524  0.23
H12 1.73256 2.90656 4.95300  0.22
H13 2.38265 1.61539 3.93063  0.24
H14 0.78094 1.44547 4.64363  0.24
H15 2.16501 4.97873 2.66893  0.22
H16 1.49595 4.66498 1.05886  0.24
H17 2.84659 3.70015 1.65063  0.24

Forces on atoms 1 to 3 (eV/Å):
0.1 0.1 -0.1
0.0 -0.1 -0.1
0.0 0.3 0.3

---

Entry from the OMol25 dataset: 2 unconnected molecules or ions with the total composition CH4N2O2S (ωB97M-V with the def2-TZVPD basis set).

net charge = 0
gap between HOMO and LUMO = 6.3 eV
LUMO = -2.0 eV
DFT total energy = -19010.36356 eV

Each line ends with the natural charge from an NBO analysis.
CARTESIAN COORDINATES (ANGSTROEM)
C1 1.88475 0.16204 0.34785  0.16
N1 1.28020 -0.83160 -0.32985  -0.85
N2 1.02864 1.12101 0.63668  -0.82
O1 -3.52118 -1.02155 -0.34867  -0.80
O2 -1.65824 0.34125 -0.83421  -0.85
S1 -2.59337 -0.08143 0.20327  1.65
H1 0.31952 -0.99300 -0.73375  0.37
H2 1.87688 -1.63736 -0.45529  0.39
H3 0.11814 1.12289 0.22902  0.36
H4 1.26467 1.81776 1.28494  0.39

Forces on atoms 1 to 3 (eV/Å):
-0.3 -0.9 0.3
0.2 -1.6 -1.0
-0.3 0.2 -0.3

---

Entry from the OMol25 dataset: 2 unconnected molecules or ions with the total composition C2H7NO2 (ωB97M-V with the def2-TZVPD basis set).

net charge = -1
gap between HOMO and LUMO (spin up / spin down) = 2.8 / 6.3 eV
2S+1 = 2
⟨S²⟩ = 0.753
LUMO (spin up / spin down) = 3.7 / 3.5 eV
DFT total energy = -7770.02785 eV

Each line ends with the natural charge from an NBO analysis.
CARTESIAN COORDINATES (ANGSTROEM)
O1 -1.68640 -1.44304 2.47172  -0.77
C1 -1.44975 -1.35753 1.25040  -0.22
H1 -0.46507 -1.33689 0.72853  0.05
H2 -2.29217 -1.02008 0.54025  0.02
N1 1.27663 0.28971 -2.17449  -0.88
C2 0.54286 1.12527 -1.18856  0.07
O2 1.07592 1.10116 0.09432  -0.71
H3 0.61716 -0.35513 -2.63474  0.35
H4 1.88891 -0.30512 -1.59631  0.36
H5 -0.49125 0.84686 -1.22249  0.16
H6 0.53803 2.15043 -1.63556  0.11
H7 1.54616 1.94161 0.17731  0.46

Forces on atoms 1 to 3 (eV/Å):
0.2 -0.2 1.7
-0.9 0.5 -2.8
0.0 -0.1 0.6

---

Entry from the OMol25 dataset: a molecular structure, C18H16F6N5O3S3SbV (ωB97M-V with the def2-TZVPD basis set).

net charge = 0
gap between HOMO and LUMO (spin up / spin down) = 6.1 / 6.7 eV
2S+1 = 2
⟨S²⟩ = 0.767
LUMO (spin up / spin down) = -2.2 / -1.7 eV
DFT total energy = -113560.10963 eV

Each line ends with the natural charge from an NBO analysis.
CARTESIAN COORDINATES (ANGSTROEM)
V1 -0.37987 0.24269 1.14704  1.43
N1 -2.88082 3.10539 -0.87188  -0.79
C1 -1.89204 2.42230 -0.24660  0.29
S1 -2.35422 1.54749 1.19204  -0.08
N2 -0.70171 2.48005 -0.76328  -0.41
N3 0.22200 1.71700 -0.05573  -0.32
C2 1.45220 2.00439 -0.33565  0.20
C3 2.61880 1.46274 0.29865  -0.21
C4 3.87797 1.98287 -0.03006  -0.13
C5 5.00292 1.55750 0.64440  -0.25
C6 4.88043 0.61492 1.66693  -0.15
C7 3.65565 0.07395 2.00452  -0.25
C8 2.52126 0.48822 1.30535  0.38
O1 1.35119 -0.05202 1.60093  -0.65
H1 -3.75424 3.24766 -0.39982  0.41
H2 -2.62412 3.73206 -1.61553  0.40
H3 1.59453 2.77745 -1.08648  0.22
H4 3.95562 2.73067 -0.80874  0.22
H5 5.97193 1.96762 0.39622  0.22
H6 5.76173 0.29915 2.21019  0.22
H7 3.54126 -0.65598 2.79273  0.25
O2 -1.18573 -5.12314 -0.13347  -0.68
C9 -2.27807 -4.36718 0.06587  0.44
C10 -3.48291 -5.02912 0.30178  -0.30
C11 -4.64073 -4.30962 0.50386  -0.16
C12 -4.63163 -2.91516 0.48083  -0.26
C13 -3.44443 -2.25225 0.26158  -0.14
C14 -2.25544 -2.95984 0.05022  -0.25
C15 -1.00317 -2.24215 -0.16596  0.57
O3 -1.09194 -0.90124 0.04464  -0.59
N4 0.09112 -2.79876 -0.52085  -0.39
N5 1.13995 -1.92722 -0.78430  -0.36
C16 2.24430 -2.54172 -0.96501  -0.06
S2 3.66747 -1.59583 -1.36913  0.31
C17 4.66790 -3.02433 -1.85540  -0.53
C18 4.29211 -4.17519 -0.94135  -0.53
S3 2.48471 -4.27968 -0.88697  0.29
H8 -0.43367 -4.53267 -0.35016  0.51
H9 -3.47644 -6.11010 0.31711  0.23
H10 -5.56682 -4.84091 0.68221  0.22
H11 -5.54260 -2.35719 0.64291  0.22
H12 -3.41591 -1.17080 0.26123  0.23
H13 5.71562 -2.74876 -1.74152  0.24
H14 4.47364 -3.27332 -2.89846  0.22
H15 4.66992 -4.00914 0.06734  0.22
H16 4.67227 -5.12544 -1.31410  0.24
F1 -0.73658 -1.05567 2.68418  -0.62
Sb1 -0.46527 -0.04909 4.38169  3.18
F2 1.31126 -0.63888 4.35798  -0.65
F3 -0.98918 -1.47368 5.46540  -0.65
F4 -0.11127 1.18032 5.74120  -0.65
F5 -2.26833 0.45504 4.18264  -0.66
F6 -0.14472 1.31117 3.02551  -0.63

Forces on atoms 1 to 3 (eV/Å):
-0.8 0.0 -0.4
0.0 0.0 0.0
-0.1 0.1 -0.2

---

Entry from the OMol25 dataset: a molecular structure, C8H18ClIN2OPRhS (ωB97M-V with the def2-TZVPD basis set).

net charge = +2
gap between HOMO and LUMO (spin up / spin down) = 5.3 / 3.1 eV
2S+1 = 5
⟨S²⟩ = 6.027
LUMO (spin up / spin down) = -6.8 / -11.7 eV
DFT total energy = -57351.47161 eV

Each line ends with the natural charge from an NBO analysis.
CARTESIAN COORDINATES (ANGSTROEM)
C1 -2.63456 3.14491 -0.83231  -0.85
I1 -4.28660 1.98178 -1.01777  0.99
H1 -1.62290 2.70698 -0.91605  0.27
H2 -2.78114 3.53768 0.18966  0.30
H3 -2.72038 3.94362 -1.58656  0.29
Rh1 1.37044 0.37729 0.52941  0.51
P1 1.30207 0.57295 -1.79163  0.91
C2 -0.15808 0.80780 -2.90607  -0.95
C3 2.27624 1.99507 -2.41436  -0.94
H4 2.98350 -1.08591 -2.30107  0.27
H5 2.08786 -0.65150 -3.82206  0.25
H6 1.34883 -1.75451 -2.61952  0.24
C4 1.99998 -0.87417 -2.74204  -0.92
H7 3.23401 2.02751 -1.88937  0.27
H8 2.45109 1.95904 -3.50660  0.26
H9 0.19701 0.73193 -3.94883  0.26
H10 -0.68519 1.77781 -2.80337  0.21
H11 1.71683 2.91490 -2.18727  0.24
H12 -0.90789 0.01199 -2.76697  0.23
C5 -0.36530 0.90625 0.70641  0.43
O1 -1.48087 1.22046 0.92903  -0.56
Cl1 3.55212 -0.26479 0.10499  -0.51
S1 1.61824 -0.09532 2.98694  0.28
C6 0.41935 -1.28215 3.26273  0.27
N1 -0.88528 -0.97994 3.14054  -0.55
C7 -1.73097 -2.17174 3.03429  -0.23
C8 -0.76424 -3.33480 3.25269  -0.22
N2 0.52686 -2.63153 3.49723  -0.55
H13 -1.13579 -0.09691 2.70300  0.42
H14 -2.16851 -2.22139 2.04409  0.21
H15 -2.52997 -2.12615 3.76096  0.24
H16 -0.63104 -3.95047 2.37659  0.22
H17 -1.04630 -3.98284 4.08124  0.24
H18 1.45059 -3.11387 3.45204  0.45

Forces on atoms 1 to 3 (eV/Å):
1.5 1.5 -0.1
-0.7 -0.9 -0.3
-1.1 -0.4 0.0

---

Entry from the OMol25 dataset: 3 unconnected molecules or ions with the total composition C2H10N2S (ωB97M-V with the def2-TZVPD basis set).

net charge = 0
gap between HOMO and LUMO = 8.1 eV
LUMO = -1.0 eV
DFT total energy = -16048.95085 eV

Each line ends with the natural charge from an NBO analysis.
CARTESIAN COORDINATES (ANGSTROEM)
N1 -1.20863 0.60526 0.91260  -0.86
C1 -0.26470 -0.40142 1.41367  -0.22
C2 0.88048 -0.72022 0.43580  -0.23
N2 0.33023 -1.38575 -0.75201  -0.85
H1 -0.80680 1.18507 0.17275  0.36
H2 -1.26272 0.76903 -1.66557  0.19
H3 -1.55844 1.15284 1.69231  0.37
H4 0.28497 -0.09295 2.32004  0.16
H5 -0.79199 -1.34414 1.66996  0.19
H6 1.46706 0.17157 0.19071  0.17
H7 1.51893 -1.43903 0.93761  0.20
H8 0.14052 -0.70036 -1.49239  0.36
H9 1.05945 -2.00365 -1.14261  0.36
S1 0.29654 1.93886 -1.72589  -0.35
H10 -0.08489 2.26489 -2.96699  0.14

Forces on atoms 1 to 3 (eV/Å):
0.3 -0.3 0.0
0.9 -0.1 0.2
-1.4 -0.4 -0.1

---

Which formula does entry 7 have? C8H18ClIN2OPRhS

---

Which of these has the lowest DFT total energy? C22H17Br2NO7RhSi